# 1
Below is C14H28ClF6N5NiO8S2 as an isolated structure, with properties calculated with wB97M-V/def2-TZVPD.

XYZ file:
```
65
C14H28ClF6N5NiO8S2 (wB97M-V/def2-TZVPD)
Ni -28.189 30.740 15.893
Cl -28.867 32.644 17.453
S -30.685 29.745 13.767
S -31.172 29.554 16.366
F -28.798 28.530 12.338
F -30.652 27.439 12.524
F -32.506 31.650 17.318
F -33.743 30.347 16.201
F -32.373 31.704 15.158
F -29.332 27.463 14.202
O -27.119 29.163 14.598
O -32.095 29.529 13.633
O -31.777 28.289 16.023
O -30.108 30.828 13.036
O -27.846 29.348 17.278
O -30.766 29.635 17.760
O -28.017 32.191 14.307
O -26.131 31.304 16.203
N -24.442 32.584 16.842
N -27.708 28.663 19.440
N -25.939 29.412 12.740
N -27.760 34.302 13.782
N -29.996 30.005 15.383
C -28.670 27.182 17.783
C -25.255 27.757 14.447
C -28.076 28.525 18.161
C -27.899 33.018 13.409
C -27.851 32.667 11.936
C -24.995 33.770 16.201
C -26.146 28.809 13.908
C -25.073 31.400 16.820
C -24.873 28.968 11.828
C -27.455 29.969 20.056
C -27.680 35.444 12.900
C -32.536 30.931 16.216
C -24.370 30.264 17.511
C -29.754 28.180 13.158
H -27.450 33.400 11.241
H -27.393 29.858 21.137
H -24.240 28.150 14.552
H -23.773 30.691 18.312
H -26.972 35.265 12.090
H -25.291 28.116 11.292
H -29.754 27.200 17.853
H -25.653 27.448 15.406
H -25.154 26.964 13.702
H -23.946 28.713 12.338
H -23.853 32.719 17.650
H -28.029 26.422 18.243
H -27.815 34.499 14.770
H -28.114 30.797 19.807
H -28.384 26.936 16.757
H -27.915 27.840 19.981
H -23.811 29.632 16.819
H -27.309 36.337 13.396
H -25.064 33.530 15.142
H -26.435 30.198 19.736
H -25.956 33.997 16.665
H -25.149 29.552 17.795
H -27.337 31.730 11.740
H -24.553 29.710 11.097
H -28.887 32.448 11.662
H -26.514 30.189 12.467
H -24.302 34.601 16.306
H -28.676 35.593 12.477
```

The multiplicity is 3. The calculation puts the orbital gap (spin up / spin down) at 8.23 / 8.19 eV. The expectation value of S² is 2.004. The value obtained for the lowest unoccupied orbital energy (spin up / spin down) is 0.1 / 0.1 eV.

=====

# 2
Below is a 2-piece molecular cluster, C9H14 overall, with properties calculated with wB97M-V/def2-TZVPD.

XYZ file:
```
23
C9H14 (wB97M-V/def2-TZVPD)
C -0.751 -0.273 3.249
C 1.057 1.040 -0.735
C -0.541 -0.302 -2.111
C -0.305 -1.335 2.338
C 0.761 -0.076 -1.579
C 1.861 -0.960 -2.114
C -1.197 1.780 -1.036
C -1.538 0.644 -1.803
C 0.056 1.850 -0.390
H -1.577 0.374 2.944
H 0.089 2.681 0.315
H 0.683 -1.539 2.589
H -1.020 -0.707 4.327
H -0.847 -2.300 2.513
H -0.716 -1.120 -2.778
H 2.577 -0.400 -2.832
H 2.073 1.186 -0.386
H 1.349 -1.767 -2.717
H 2.447 -1.353 -1.306
H -1.768 2.667 -1.061
H -2.562 0.677 -2.158
H -0.216 -1.226 1.337
H 0.086 0.459 3.395
```

The multiplicity is 1. The calculation puts the orbital gap at 9.72 eV. The value obtained for the lowest unoccupied orbital energy is 1.0 eV.

=====

# 3
Below is C28H85N7O11 as an isolated structure, with properties calculated with wB97M-V/def2-TZVPD.

XYZ file:
```
131
C28H85N7O11 (wB97M-V/def2-TZVPD)
O -13.239 2.779 7.529
O -13.185 0.896 11.685
O -14.039 6.156 4.927
O -9.892 2.337 7.964
O -12.510 6.863 6.178
O -16.628 3.566 4.192
O -17.614 4.241 9.348
O -14.503 11.622 8.083
O -11.678 6.168 8.160
O -13.914 6.792 10.333
O -17.494 1.190 7.097
N -15.232 1.674 2.325
N -16.144 0.635 10.695
N -13.210 -0.822 8.551
N -13.525 5.412 8.729
N -15.050 8.005 7.817
N -11.933 4.290 7.801
N -21.111 4.571 10.130
C -15.180 10.398 7.723
C -12.425 4.107 10.146
C -11.382 3.856 9.094
C -14.260 9.175 7.763
C -13.654 -0.488 9.846
C -10.722 2.447 9.070
C -13.768 1.734 8.205
C -15.400 12.724 8.024
C -14.950 1.903 3.679
C -13.454 -1.741 10.756
C -16.868 5.399 9.536
C -17.156 0.908 9.586
C -13.588 9.139 6.401
C -15.209 3.331 4.067
C -13.443 1.495 3.877
C -19.022 4.359 9.232
C -8.933 1.286 7.875
C -14.656 4.763 8.212
C -19.741 4.589 10.564
C -14.506 1.178 12.245
C -14.205 3.738 7.133
C -18.236 1.715 10.214
C -17.049 1.723 5.818
C -15.446 5.936 7.594
C -16.610 1.462 8.141
C -16.808 4.911 4.624
C -12.985 0.829 10.291
C -19.518 3.559 11.670
H -21.245 5.429 9.615
H -16.939 6.090 8.696
H -16.591 5.134 5.669
H -15.551 1.192 4.246
H -14.535 2.148 1.769
H -14.506 1.921 8.985
H -16.642 0.123 11.408
H -16.336 12.589 8.567
H -10.300 2.189 10.041
H -13.524 9.115 8.565
H -15.844 6.629 8.335
H -14.786 13.458 8.545
H -11.762 5.215 8.195
H -13.357 3.564 9.989
H -18.482 3.503 12.003
H -14.128 -2.576 10.567
H -13.127 1.254 4.892
H -15.601 12.857 6.961
H -15.144 3.362 6.728
H -12.474 -2.214 10.687
H -16.052 2.234 2.137
H -17.499 -0.104 9.369
H -15.088 0.257 12.213
H -13.262 10.092 5.985
H -13.657 -1.543 11.809
H -17.890 5.048 4.643
H -17.205 6.037 10.354
H -10.631 4.586 9.397
H -12.006 3.846 11.118
H -12.282 6.465 7.018
H -20.026 3.766 12.612
H -14.657 6.863 5.112
H -11.618 6.438 9.077
H -13.236 6.074 8.024
H -17.798 1.469 5.069
H -13.292 6.334 5.499
H -16.456 2.533 8.272
H -15.299 4.321 8.973
H -16.063 1.410 5.473
H -19.830 2.575 11.321
H -16.365 5.589 7.121
H -13.111 0.625 3.310
H -12.838 4.680 8.844
H -15.491 -0.051 10.344
H -19.217 1.736 9.739
H -15.658 10.513 6.750
H -15.798 5.290 9.715
H -19.451 5.589 10.886
H -16.829 2.790 5.830
H -14.881 6.595 6.935
H -15.972 10.336 8.469
H -21.690 4.542 10.957
H -8.331 1.549 7.005
H -11.299 3.870 7.137
H -12.797 2.292 3.509
H -18.509 1.403 11.222
H -11.678 7.180 5.828
H -12.693 8.517 6.384
H -12.788 3.796 7.588
H -12.949 1.207 8.695
H -12.980 6.861 10.134
H -14.411 1.388 13.310
H -13.963 -1.377 8.170
H -13.695 4.305 6.354
H -12.337 -1.329 8.565
H -14.821 4.017 3.313
H -9.501 0.392 7.618
H -14.723 -0.290 9.774
H -14.223 6.068 9.788
H -17.996 2.769 10.358
H -12.656 5.169 10.225
H -14.150 8.678 5.588
H -13.501 1.640 9.776
H -14.385 7.246 7.795
H -16.372 5.712 4.028
H -19.222 4.998 8.372
H -19.330 3.366 8.904
H -11.934 0.966 10.035
H -11.549 1.742 8.992
H -15.621 1.006 8.111
H -8.341 1.152 8.781
H -14.217 1.014 7.521
H -15.159 1.883 11.732
H -15.510 7.952 6.919
H -14.667 3.469 5.002
```

The multiplicity is 1. The calculation puts the orbital gap at 8.63 eV. The value obtained for the lowest unoccupied orbital energy is 0.4 eV.

=====

Record order is preserved below.
ΔE to the lowest compared entry with this formula, charge and spin: 77.8 134.8 3534.7 kJ/mol